Density functional theory data (the ωB97M-V functional and the def2-TZVPD basis) for a structure of composition C27H50AsCl2F2O4SSi at a distorted geometry.

Geometry (Å):
1 As -0.7159 0.9769 0.2133
2 Cl 1.5190 1.8778 2.4837
3 Cl -5.8679 3.4044 1.6079
4 S 0.0037 3.9164 -4.1382
5 Si 3.5841 -2.5063 -1.0223
6 F 1.1200 -1.1736 1.1107
7 F 2.1262 0.4427 0.0480
8 O 1.1893 2.8727 -4.2025
9 O 0.3948 4.9629 -3.2300
10 O -2.3858 -1.4081 3.0816
11 O -0.3355 4.3368 -5.4618
12 C 5.2174 -2.5621 -1.9754
13 C -4.6282 2.1638 1.1160
14 C 3.8413 -3.1740 1.7109
15 C 0.9062 4.7868 2.0398
16 C -1.8845 -0.5088 -0.6284
17 C 4.7339 -1.8160 3.4844
18 C 1.0101 -1.1687 -1.2155
19 C -1.3842 3.0506 -3.4438
20 C -0.1108 1.7487 -1.6202
21 C 4.1845 -3.0178 3.0560
22 C 0.9441 -0.2950 0.0515
23 C -0.1050 3.7672 1.4467
24 C -3.2143 2.7569 1.1632
25 C -1.0583 1.6770 -2.8344
26 C -3.5538 -3.2797 -1.2101
27 C -1.2024 0.4568 2.1111
28 C -2.3086 2.2950 0.0036
29 C 2.8233 -4.2214 -1.2155
30 C 4.9026 -0.7829 2.5637
31 C 2.4191 -1.2916 -1.8458
32 C 4.0263 -2.1533 0.7661
33 C -2.5637 -0.1356 2.4297
34 C -1.7885 -1.9465 -0.0486
35 C 0.5568 2.4503 1.0315
36 C -3.1737 -2.6211 0.1322
37 C 4.5601 -0.9440 1.2231
38 C -3.1418 -3.7339 1.2034
39 H -3.9617 -1.8927 0.3158
40 H 1.8863 4.7015 1.5841
41 H -3.3877 3.8265 1.0648
42 H -1.2687 -2.0104 0.9033
43 H 3.5674 -4.9859 -1.0001
44 H -3.9910 -3.6396 1.8765
45 H 1.3380 2.7308 0.3331
46 H 1.7650 3.1037 -3.4578
47 H -0.4765 -0.1598 2.6310
48 H -1.7209 -0.6215 -1.6993
49 H 5.9399 -3.1134 -1.3745
50 H 0.7451 -2.1790 -0.9248
51 H -3.1956 -4.7096 0.7263
52 H -2.0491 2.8730 -4.2857
53 H 0.8674 1.3852 -1.9350
54 H -0.5666 1.1290 -3.6391
55 H -3.2002 -1.6344 3.5339
56 H 3.4189 -4.1192 1.4019
57 H 0.3449 -0.8341 -2.0030
58 H 5.0132 -1.7114 4.5209
59 H -2.9383 -0.2534 -0.5348
60 H 5.3276 0.1499 2.9047
61 H 5.6383 -1.5698 -2.1191
62 H 0.9613 4.7143 3.1182
63 H -1.9059 3.7044 -2.7551
64 H -3.2411 -0.2499 1.5816
65 H -1.1782 1.3892 2.6678
66 H -2.0170 1.1908 -2.6796
67 H 4.0306 -3.8465 3.7283
68 H -1.9236 3.1940 -0.4708
69 H -4.9165 1.8732 0.1148
70 H -2.9965 1.9308 -0.7587
71 H -3.5904 -2.4976 -1.9702
72 H -0.8296 3.6019 2.2372
73 H -1.2998 -2.5859 -0.7776
74 H -4.7748 1.3609 1.8240
75 H 2.8650 -0.3374 -2.1144
76 H 1.9922 -4.3610 -0.5291
77 H -2.2264 -3.6866 1.7794
78 H 4.6982 -0.1325 0.5254
79 H -3.0998 0.4926 3.1491
80 H 2.2295 -1.7694 -2.8155
81 H -2.8584 2.6349 2.1832
82 H 2.5156 -4.3537 -2.2493
83 H 0.0901 2.8102 -1.4579
84 H -0.5429 4.2814 0.5982
85 H -4.5506 -3.7138 -1.1599
86 H -2.7997 -4.0053 -1.4971
87 H 5.1168 -3.0940 -2.9187
88 H 0.5165 5.7863 1.8380

Force components x, y, z for each atom (eV/Å):
As -0.24 -0.01 -0.29
Cl -0.12 -0.02 -0.04
Cl -0.01 -0.09 0.04
S -0.86 1.90 0.40
Si 0.38 0.16 -0.28
F -0.15 0.03 0.24
F -0.08 0.30 -0.01
O 0.10 -0.04 -0.22
O 0.34 -0.39 0.26
O 0.20 -0.04 -0.16
O 0.17 -0.68 -0.36
C -0.14 -0.09 0.40
C 0.07 0.39 0.22
C 0.16 0.28 0.20
C -0.82 0.23 -0.29
C -0.04 -1.14 0.14
C -0.26 -0.26 -0.46
C 0.85 0.04 -0.05
C -0.34 -1.20 -0.38
C -0.09 0.31 -0.67
C 0.05 0.20 -0.67
C 0.54 -0.61 -0.48
C 1.22 0.27 0.70
C -0.80 0.28 -0.16
C 0.59 0.48 -0.25
C -0.27 1.03 0.19
C -0.65 0.08 0.52
C -0.37 0.40 0.40
C 0.34 0.33 0.37
C 0.13 -0.08 0.01
C -0.34 -0.28 -0.26
C -0.18 -0.40 0.45
C -0.25 -0.28 0.53
C -0.90 0.22 0.07
C -0.13 0.69 0.41
C 0.44 -0.98 -0.68
C -0.02 -0.41 0.28
C -0.18 0.40 -0.24
H 0.08 0.20 0.43
H 0.21 -0.04 0.04
H 0.22 0.22 -0.03
H 0.27 0.20 0.01
H 0.09 -0.11 0.07
H -0.04 -0.12 0.18
H 0.12 -0.29 -0.24
H 0.09 -0.22 0.10
H 0.26 -0.18 -0.34
H 0.11 0.35 -0.11
H 0.07 -0.12 0.08
H -0.47 -0.04 0.04
H -0.02 -0.20 0.01
H -0.04 0.20 -0.20
H 0.07 -0.38 0.18
H -0.08 -0.32 -0.01
H -0.14 -0.05 -0.03
H -0.07 -0.11 -0.05
H -0.32 0.12 0.15
H 0.06 0.22 0.11
H -0.07 0.48 0.04
H -0.03 0.15 -0.04
H 0.00 0.12 -0.23
H 0.35 -0.25 0.17
H 0.28 0.32 0.20
H 0.15 -0.08 -0.25
H 0.27 0.27 -0.12
H -0.05 -0.06 0.34
H -0.01 -0.04 0.22
H 0.35 0.10 0.14
H -0.03 -0.16 -0.11
H 0.13 -0.49 -0.14
H 0.05 -0.04 -0.24
H -0.50 -0.10 -0.20
H 0.52 -0.10 0.15
H -0.04 -0.27 -0.10
H 0.08 0.21 0.27
H -0.26 -0.11 -0.11
H 0.07 0.02 0.24
H 0.01 0.21 0.01
H 0.02 0.29 -0.04
H 0.15 -0.11 -0.13
H 0.40 -0.20 -0.05
H -0.24 -0.02 -0.09
H -0.17 0.13 0.40
H -0.36 -0.35 -0.23
H -0.01 -0.33 -0.04
H -0.03 -0.29 -0.05
H -0.01 0.15 -0.24
H 0.12 0.17 -0.06

Computed properties:
- HOMO-LUMO gap: 7.13 eV
- Charge: -1
- Electronic energy: -5403.24555 Ha